Formula: C5H14N2
Source: the OMol25 dataset
Level of theory: the ωB97M-V functional and the def2-TZVPD basis

Computed properties:
HOMO-LUMO gap (alpha / beta) in eV: 2.6 / 9.0
LUMO energy (alpha / beta) in eV: 4.07 / 4.12
Charge: -1
Energy above the lowest of the compared OMol25 structures with the same formula, charge and spin in kJ/mol: 72.7
Multiplicity: 2

Structure (XYZ):
```
21
Properties=species:S:1:pos:R:3:forces:R:3:mulliken_spin:R:1
C 0.874974 -1.037854 -1.496726 0.4 -0.1 0.0 0.81
N 0.642659 -0.982153 -0.066307 -0.3 0.7 -0.3 -1.08
C 1.815401 -1.220016 0.754538 -0.5 -0.4 -0.3 0.76
C 0.551237 1.529604 0.221752 0.2 0.6 -0.1 0.43
C -0.132159 0.183451 0.394936 0.7 -0.1 0.2 -0.01
C -1.516473 0.217000 -0.193935 -0.7 -0.5 0.1 1.70
N -2.368949 1.236795 0.415255 0.5 0.4 0.0 -0.49
H 0.047366 -0.604866 -2.042593 -0.2 0.0 0.0 0.09
H 1.784108 -0.518495 -1.833606 0.1 0.1 0.1 0.10
H 0.970546 -2.079503 -1.812026 0.0 -0.1 0.0 -0.69
H 1.469992 -1.653462 1.696212 0.2 0.0 0.2 -0.20
H 2.447838 -1.945432 0.239253 0.0 -0.1 0.2 0.04
H 2.419916 -0.330865 0.965990 0.1 0.1 -0.1 -0.16
H 1.517321 1.678016 0.711086 0.0 -0.4 0.1 -0.13
H 0.700691 1.720310 -0.831160 0.1 0.0 -0.5 -0.10
H -0.078553 2.347615 0.560536 -0.3 -0.1 0.2 0.00
H -0.260911 -0.024941 1.448290 -0.1 0.1 0.5 0.04
H -1.947245 -0.778641 -0.073581 0.0 -0.3 0.1 1.01
H -1.530040 0.389593 -1.263994 0.2 0.2 -0.2 -0.16
H -3.317931 1.057567 0.121510 -0.3 0.0 -0.1 -0.70
H -2.349886 1.164351 1.427519 -0.1 -0.2 0.0 -0.27
```
Positions in Å, forces in eV/Å.